# C72H180N12O24

A 12-piece molecular cluster, C72H180N12O24 overall at a distorted geometry (ωB97M-V with the def2-TZVPD basis set, OMol25).

Last column: Löwdin spin population.
CARTESIAN COORDINATES (ANGSTROEM)
O1 14.169 -10.334 13.479  0.000
O2 9.674 -12.415 9.077  0.000
O3 3.521 -12.922 14.613  0.000
O4 19.564 -10.383 21.651  0.000
O5 21.484 -20.617 18.891  0.029
O6 16.257 -14.630 16.341  0.001
O7 11.893 -19.785 17.071  0.000
O8 22.223 -13.541 17.915  0.000
O9 7.721 -19.701 7.981  0.000
O10 11.280 -20.481 10.516  0.000
O11 17.044 -19.654 16.155  0.018
O12 10.086 -20.282 1.925  0.000
O13 11.025 -17.020 7.132  0.000
O14 16.778 -17.586 11.548  0.000
O15 23.354 -9.664 22.483  0.000
O16 8.914 -17.967 14.125  0.000
O17 19.582 -12.615 15.392  0.000
O18 11.921 -16.746 11.815  0.000
O19 12.568 -12.778 18.011  0.000
O20 16.446 -15.672 19.945  0.000
O21 13.530 -8.334 20.238  0.000
O22 22.006 -17.584 13.800  0.004
O23 4.608 -19.150 10.331  0.000
O24 6.490 -15.106 9.939  0.000
N1 23.206 -11.119 19.093  0.000
N2 7.188 -19.818 13.015  0.000
N3 20.414 -18.482 17.170  0.585
N4 19.997 -11.503 18.123  0.000
N5 5.150 -15.072 13.417  0.000
N6 14.537 -11.076 19.274  0.000
N7 8.741 -19.565 4.409  0.000
N8 13.819 -15.154 13.533  0.000
N9 18.590 -16.076 13.329  0.000
N10 11.394 -12.159 11.615  0.000
N11 12.845 -19.203 8.342  0.000
N12 14.100 -18.357 18.915  0.000
C1 14.235 -14.908 14.937  0.000
C2 11.553 -13.789 17.917  0.000
C3 9.449 -16.643 14.125  0.000
C4 10.365 -20.755 0.675  0.000
C5 19.906 -16.658 12.938  0.002
C6 6.069 -15.733 11.093  0.000
C7 12.759 -18.854 6.902  0.000
C8 9.770 -18.922 2.140  0.000
C9 11.201 -20.508 11.983  0.000
C10 15.180 -16.344 20.093  0.000
C11 9.797 -18.738 3.701  0.000
C12 14.422 -9.482 14.580  0.000
C13 14.851 -12.098 18.273  0.000
C14 19.400 -10.249 20.258  0.000
C15 16.612 -18.610 10.611  0.000
C16 15.120 -17.296 18.915  0.000
C17 19.016 -9.246 22.316  0.000
C18 23.498 -10.153 20.155  0.000
C19 22.979 -17.721 14.839  -0.001
C20 12.808 -10.698 13.246  0.000
C21 6.933 -15.938 8.899  0.000
C22 22.933 -20.341 19.066  0.003
C23 12.370 -17.391 6.718  0.000
C24 8.792 -19.201 5.833  0.000
C25 5.948 -19.344 12.372  0.000
C26 21.872 -14.593 17.013  0.000
C27 10.106 -13.419 9.999  0.000
C28 7.635 -18.087 14.729  0.000
C29 12.579 -20.819 10.099  0.000
C30 14.239 -19.155 17.681  0.000
C31 4.956 -12.900 14.532  0.000
C32 7.772 -20.026 6.604  0.000
C33 12.867 -9.115 21.236  0.000
C34 19.823 -11.601 19.567  0.000
C35 14.861 -8.689 19.966  0.000
C36 14.900 -9.713 18.832  0.000
C37 22.988 -10.128 23.818  0.000
C38 17.584 -16.527 11.045  0.000
C39 7.106 -19.486 14.421  0.000
C40 11.973 -19.315 15.744  0.000
C41 20.855 -16.746 14.152  0.009
C42 12.733 -20.625 8.613  0.000
C43 23.674 -13.288 17.974  0.000
C44 13.830 -13.252 18.456  0.000
C45 19.430 -12.829 13.970  0.000
C46 18.802 -11.407 17.316  0.000
C47 23.967 -12.393 19.235  0.000
C48 13.322 -16.984 11.779  0.000
C49 5.492 -14.349 14.604  0.000
C50 15.743 -15.181 15.154  0.000
C51 2.985 -12.816 15.929  0.000
C52 11.146 -17.171 10.736  0.000
C53 4.474 -19.344 8.912  0.000
C54 8.260 -12.297 8.932  0.000
C55 10.561 -15.757 6.675  0.000
C56 17.886 -15.544 12.151  0.000
C57 20.530 -18.303 18.615  0.068
C58 23.052 -10.640 21.505  0.000
C59 19.398 -19.377 16.665  0.084
C60 13.879 -16.592 13.221  0.000
C61 5.970 -19.397 10.807  0.000
C62 19.033 -11.345 15.796  0.000
C63 20.623 -19.641 19.415  0.066
C64 5.847 -14.596 12.191  0.000
C65 8.877 -20.016 8.820  0.000
C66 11.460 -13.257 10.690  0.000
C67 17.960 -18.735 16.837  0.036
C68 16.933 -19.348 14.786  0.001
C69 13.116 -20.193 17.597  0.000
C70 16.776 -14.734 20.929  0.000
C71 12.750 -11.874 12.209  0.000
C72 17.585 -15.095 16.586  0.001
H1 5.237 -18.883 8.285  0.000
H2 13.207 -17.905 19.049  0.000
H3 7.070 -15.386 7.969  0.000
H4 14.199 -14.086 17.858  0.000
H5 23.573 -12.921 20.104  0.000
H6 19.360 -20.379 17.093  0.040
H7 13.083 -16.647 7.072  0.000
H8 5.229 -12.376 15.447  0.000
H9 20.441 -16.286 12.064  0.001
H10 24.559 -9.957 20.310  0.000
H11 4.150 -15.036 13.280  0.000
H12 16.234 -14.637 14.347  0.000
H13 13.507 -21.184 8.088  0.000
H14 8.820 -20.551 4.204  0.000
H15 22.476 -14.517 16.109  0.000
H16 14.344 -9.408 17.946  0.000
H17 10.972 -18.246 10.709  0.000
H18 11.220 -14.933 6.948  0.000
H19 19.626 -20.078 19.466  0.003
H20 18.519 -16.846 10.584  0.000
H21 7.855 -13.256 8.607  0.000
H22 12.841 -21.857 10.304  0.000
H23 9.111 -21.080 8.835  0.000
H24 7.937 -21.091 6.443  0.000
H25 18.056 -11.151 15.353  0.000
H26 15.490 -8.941 20.820  0.000
H27 6.810 -14.129 12.398  0.000
H28 17.993 -17.697 16.506  0.001
H29 8.708 -18.136 6.048  0.000
H30 12.360 -9.777 12.873  0.000
H31 17.470 -15.880 17.334  0.000
H32 3.183 -11.852 16.398  0.000
H33 13.541 -10.942 19.378  0.000
H34 14.369 -15.619 20.163  0.000
H35 5.205 -14.817 15.545  0.000
H36 19.092 -9.264 23.404  0.000
H37 12.252 -13.187 9.944  0.000
H38 15.994 -16.217 14.925  0.000
H39 18.417 -14.681 11.750  0.000
H40 13.020 -20.581 18.611  0.000
H41 13.318 -20.195 10.602  0.000
H42 12.091 -18.749 8.838  0.000
H43 16.949 -15.056 12.418  0.000
H44 6.577 -14.291 14.688  0.000
H45 13.832 -16.369 11.037  0.000
H46 6.339 -16.826 8.678  0.000
H47 13.218 -12.780 12.593  0.000
H48 9.790 -19.443 6.199  0.000
H49 10.800 -18.838 4.113  0.000
H50 5.842 -18.268 12.510  0.000
H51 12.382 -17.163 5.652  0.000
H52 15.077 -16.723 17.989  0.000
H53 22.096 -15.561 17.461  0.000
H54 8.977 -16.089 13.314  0.000
H55 12.844 -10.140 20.865  0.000
H56 11.799 -20.984 8.180  0.000
H57 16.381 -18.422 14.623  0.000
H58 23.618 -9.598 24.532  0.000
H59 10.185 -16.665 10.831  0.000
H60 6.842 -16.388 11.496  0.000
H61 19.627 -19.545 15.613  0.001
H62 5.226 -12.358 13.626  0.000
H63 17.972 -9.061 22.066  0.000
H64 6.942 -17.395 14.249  0.000
H65 14.873 -17.036 13.255  0.000
H66 18.404 -12.899 13.610  0.000
H67 10.196 -20.148 12.203  0.000
H68 12.864 -14.869 13.367  0.000
H69 20.362 -17.102 15.057  0.005
H70 23.479 -21.205 18.686  0.000
H71 18.166 -14.333 17.105  0.000
H72 16.131 -13.878 21.126  0.000
H73 10.603 -21.818 0.675  0.000
H74 11.737 -14.189 11.184  0.000
H75 10.374 -18.205 1.584  0.000
H76 13.363 -9.138 22.206  0.000
H77 16.962 -15.940 10.369  0.000
H78 9.645 -17.662 3.788  0.000
H79 18.243 -15.457 15.795  0.000
H80 8.045 -11.510 8.209  0.000
H81 24.172 -14.256 18.019  0.000
H82 17.670 -18.791 17.886  0.000
H83 20.817 -11.787 19.975  0.000
H84 8.758 -18.666 1.825  0.000
H85 16.386 -20.114 14.236  0.000
H86 20.008 -9.383 19.994  0.000
H87 7.855 -19.145 12.665  0.000
H88 14.112 -13.831 15.050  0.000
H89 17.576 -19.083 10.422  0.000
H90 23.267 -20.330 20.103  0.001
H91 12.055 -14.618 17.417  0.000
H92 5.090 -19.912 12.733  0.000
H93 12.240 -19.999 14.939  0.000
H94 19.852 -13.824 13.829  0.000
H95 23.195 -11.182 23.999  0.000
H96 12.684 -18.489 15.729  0.000
H97 11.114 -11.309 11.147  0.000
H98 13.468 -11.618 11.430  0.000
H99 7.700 -20.157 15.042  0.000
H100 13.310 -17.139 13.972  0.000
H101 15.173 -19.703 17.804  0.000
H102 10.499 -16.742 13.850  0.000
H103 18.051 -12.183 17.466  0.000
H104 14.828 -11.732 17.247  0.000
H105 9.489 -20.760 0.026  0.000
H106 14.372 -18.495 16.824  0.000
H107 11.630 -16.904 9.796  0.000
H108 15.960 -9.742 18.582  0.000
H109 6.738 -19.852 6.304  0.000
H110 9.669 -15.583 7.278  0.000
H111 19.684 -17.651 12.546  0.000
H112 23.958 -18.050 14.493  0.000
H113 20.806 -14.547 16.789  0.000
H114 11.733 -19.704 12.491  0.000
H115 11.920 -19.371 6.435  0.000
H116 7.675 -12.181 9.844  0.000
H117 11.358 -21.510 12.382  0.000
H118 23.140 -16.716 15.227  0.000
H119 22.224 -11.235 18.885  0.000
H120 11.152 -20.200 0.165  0.000
H121 16.047 -17.869 18.947  0.000
H122 12.305 -10.976 14.172  0.000
H123 10.711 -13.493 17.291  0.000
H124 6.285 -20.383 10.463  0.000
H125 23.154 -19.361 18.641  0.001
H126 15.171 -16.994 20.968  0.000
H127 9.348 -16.150 15.092  0.000
H128 20.116 -12.201 13.401  0.000
H129 9.346 -13.451 10.779  0.000
H130 19.697 -10.504 15.593  0.000
H131 20.678 -12.134 17.725  0.000
H132 23.998 -12.654 17.149  0.000
H133 3.542 -18.936 8.521  0.000
H134 4.469 -20.398 8.635  0.000
H135 7.932 -16.269 9.182  0.000
H136 9.703 -19.455 8.383  0.000
H137 19.547 -8.371 21.943  0.000
H138 6.070 -19.621 14.732  0.000
H139 16.210 -18.307 9.644  0.000
H140 22.789 -18.498 15.580  0.000
H141 21.955 -9.879 24.060  0.000
H142 15.846 -12.483 18.495  0.000
H143 18.343 -10.486 17.676  0.000
H144 21.301 -18.724 16.752  0.018
H145 25.004 -12.084 19.367  0.000
H146 21.984 -10.858 21.498  0.000
H147 17.913 -19.189 14.337  0.000
H148 23.092 -9.168 19.924  0.000
H149 13.660 -19.036 6.316  0.000
H150 5.112 -16.251 11.021  0.000
H151 18.402 -9.894 20.004  0.000
H152 13.553 -18.036 11.608  0.000
H153 3.527 -13.452 16.630  0.000
H154 15.882 -19.343 10.953  0.000
H155 19.709 -17.683 18.976  0.013
H156 17.935 -16.819 13.526  0.000
H157 17.742 -14.316 20.644  0.000
H158 13.385 -21.076 17.018  0.000
H159 15.253 -7.734 19.616  0.000
H160 6.733 -18.698 10.464  0.000
H161 10.287 -15.750 5.620  0.000
H162 21.424 -17.685 18.700  0.001
H163 9.972 -14.375 9.493  0.000
H164 15.504 -9.347 14.613  0.000
H165 16.924 -15.130 21.933  0.000
H166 13.880 -13.517 19.513  0.000
H167 8.602 -19.620 9.797  0.000
H168 11.833 -8.813 21.404  0.000
H169 20.887 -19.399 20.445  0.008
H170 19.163 -12.434 19.808  0.000
H171 7.640 -17.849 15.793  0.000
H172 13.680 -15.442 15.708  0.000
H173 21.188 -15.761 14.479  0.000
H174 23.504 -11.599 21.756  0.000
H175 1.944 -13.119 16.043  0.000
H176 13.778 -8.617 14.423  0.000
H177 11.045 -18.912 15.339  0.000
H178 14.108 -9.979 15.497  0.000
H179 5.342 -13.786 11.666  0.000
H180 11.091 -14.127 18.844  0.000

Summary:
LUMO level (spin up / spin down) = -2.313 / -7.587 eV
Total energy = -144575.15997 eV
HOMO energy (spin up / spin down) = -0.355 / -0.355 Eh
Energy above the lowest of the compared OMol25 structures with the same formula, charge and spin = 42.7 kcal/mol
Expectation value of S² = 0.75
Strongest force on any atom = 3.737 eV Å⁻¹
HOMO-LUMO gap (spin up / spin down) = 7.35 / 2.07 eV
Total charge = +1
Multiplicity = 2